Formula: C25H32Br2N2P
Source: the OMol25 dataset
Level of theory: the ωB97M-V functional and the def2-TZVPD basis

Its total charge is +1. The value obtained for the HOMO energy is -0.37139 hartree. The lowest unoccupied orbital energy comes out at -4.48 eV. As for the total energy: -6570.49389 a.u. The value obtained for the molecular weight is 551.3 g/mol. As for the energy above the lowest of the compared OMol25 structures with the same formula, charge and spin: 0.000 eV.

Each atom is followed by the atoms it is bonded to, with distances in Å.
CARTESIAN COORDINATES (ANGSTROEM)
1 H -0.81 6.45 0.32  C44 1.097
2 C 2.54 -0.44 2.30  C21 1.532, C33 1.397, C51 1.405
3 H 1.09 4.90 1.07  C5 1.099
4 C -2.61 1.02 -3.99  H18 1.097, C24 1.538, H27 1.101, H31 1.101
5 C 0.61 4.04 0.59  H3 1.099, C16 1.534, H17 1.103, H62 1.096
6 Br 0.33 -8.70 -1.84  C15 1.888
7 H 3.79 1.37 4.94  C19 1.091
8 H 3.60 -0.79 0.46  C33 1.091
9 H -1.95 -4.54 -0.18  C58 1.094
10 C -2.90 1.41 -0.55  N14 1.367, C23 1.365, H37 1.083
11 H -3.92 -0.53 -2.00  C29 1.097
12 H 0.68 -0.46 1.33  C21 1.066
13 H -2.41 -1.28 -1.39  C29 1.102
14 N -2.08 1.41 -1.65  C10 1.367, C24 1.486, P41 1.718
15 C 0.26 -6.95 -1.13  Br6 1.888, C20 1.401, C56 1.407
16 C -0.90 4.30 0.53  C5 1.534, C26 1.522, C44 1.538, N45 1.483
17 H 0.83 3.16 1.21  C5 1.103
18 H -2.65 0.28 -4.79  C4 1.097
19 C 3.75 0.85 3.98  H7 1.091, C43 1.401, C51 1.399
20 C 1.46 -6.29 -0.83  C15 1.401, C25 1.395, H38 1.085
21 C 1.26 -1.17 1.88  C2 1.532, H12 1.066, H22 1.094, C34 1.495
22 H 0.66 -1.41 2.76  C21 1.094
23 C -2.60 2.43 0.29  C10 1.365, N45 1.367, H61 1.084
24 C -2.07 0.37 -2.71  C4 1.538, N14 1.486, C29 1.521, C49 1.535
25 C 1.44 -5.01 -0.28  C20 1.395, H42 1.088, C53 1.415
26 C -1.37 4.29 1.98  C16 1.522, H50 1.100, H55 1.102, H60 1.098
27 H -2.00 1.88 -4.32  C4 1.101
28 H 1.70 0.24 4.18  C51 1.089
29 C -2.90 -0.82 -2.26  H11 1.097, H13 1.102, C24 1.521, H46 1.099
30 H -0.90 5.59 -1.25  C44 1.102
31 H -3.64 1.38 -3.81  C4 1.101
32 H -0.32 -0.73 -2.00  C49 1.104
33 C 3.64 -0.34 1.45  C2 1.397, H8 1.091, C40 1.402
34 C 1.35 -2.38 1.02  C21 1.495, C48 1.356, H52 1.091
35 H -1.89 -6.83 -1.16  C56 1.089
36 H -0.74 -2.63 0.92  C48 1.097
37 H -3.59 0.60 -0.34  C10 1.083
38 H 2.41 -6.78 -1.04  C20 1.085
39 H 5.70 0.32 1.23  C40 1.090
40 C 4.83 0.26 1.89  C33 1.402, H39 1.090, C43 1.400
41 P -1.24 2.90 -1.85  N14 1.718, N45 1.715
42 H 2.38 -4.52 -0.04  C25 1.088
43 C 4.89 0.84 3.16  C19 1.401, C40 1.400, Br59 1.900
44 C -1.26 5.60 -0.21  H1 1.097, C16 1.538, H30 1.102, H54 1.101
45 N -1.56 3.18 -0.19  C16 1.483, C23 1.367, P41 1.715
46 H -2.93 -1.57 -3.06  C29 1.099
47 H -0.63 -0.87 -3.73  C49 1.099
48 C 0.23 -3.06 0.65  C34 1.356, H36 1.097, C53 1.455
49 C -0.64 -0.16 -2.89  C24 1.535, H32 1.104, H47 1.099, H57 1.095
50 H -0.91 5.13 2.52  C26 1.100
51 C 2.58 0.23 3.53  C2 1.405, C19 1.399, H28 1.089
52 H 2.36 -2.65 0.69  C34 1.091
53 C 0.21 -4.36 -0.01  C25 1.415, C48 1.455, C58 1.425
54 H -2.35 5.73 -0.21  C44 1.101
55 H -1.04 3.36 2.46  C26 1.102
56 C -0.97 -6.32 -0.90  C15 1.407, H35 1.089, C58 1.397
57 H 0.11 0.61 -3.09  C49 1.095
58 C -0.99 -5.03 -0.35  H9 1.094, C53 1.425, C56 1.397
59 Br 6.51 1.62 3.77  C43 1.900
60 H -2.47 4.38 2.05  C26 1.098
61 H -3.01 2.58 1.28  C23 1.084
62 H 1.08 3.90 -0.39  C5 1.096

Formally, the Mulliken partial charges of the atoms, in units of the elementary charge, are as follows: atom 1 (H): 0.4146, atom 2 (C): 0.5018, atom 3 (H): 0.4165, atom 4 (C): -1.5934, atom 5 (C): -1.5583, atom 6 (Br): -0.1683, atom 7 (H): 0.4123, atom 8 (H): 0.3855, atom 9 (H): 0.3087, atom 10 (C): -0.2959, atom 11 (H): 0.4002, atom 12 (H): 0.2332, atom 13 (H): 0.5391, atom 14 (N): 0.5518, atom 15 (C): -0.0072, atom 16 (C): 1.0602, atom 17 (H): 0.4049, atom 18 (H): 0.4140, atom 19 (C): -0.5162, atom 20 (C): -0.6152, atom 21 (C): -0.5952, atom 22 (H): 0.3784, atom 23 (C): -0.2875, atom 24 (C): 1.1060, atom 25 (C): -0.4951, atom 26 (C): -1.8036, atom 27 (H): 0.4322, atom 28 (H): 0.3626, atom 29 (C): -1.8835, atom 30 (H): 0.4299, atom 31 (H): 0.3856, atom 32 (H): 0.3318, atom 33 (C): -0.3382, atom 34 (C): -0.3165, atom 35 (H): 0.4056, atom 36 (H): 0.3676, atom 37 (H): 0.4166, atom 38 (H): 0.4077, atom 39 (H): 0.4059, atom 40 (C): -0.5706, atom 41 (P): -0.1081, atom 42 (H): 0.2540, atom 43 (C): 0.0279, atom 44 (C): -1.5767, atom 45 (N): 0.5386, atom 46 (H): 0.4389, atom 47 (H): 0.4209, atom 48 (C): -0.3928, atom 49 (C): -1.4866, atom 50 (H): 0.4212, atom 51 (C): -0.4616, atom 52 (H): 0.2183, atom 53 (C): 0.9294, atom 54 (H): 0.3873, atom 55 (H): 0.4733, atom 56 (C): -0.4894, atom 57 (H): 0.3957, atom 58 (C): -0.4726, atom 59 (Br): -0.1719, atom 60 (H): 0.4270, atom 61 (H): 0.4052, atom 62 (H): 0.3942

***

Formula: C6H10
Source: the OMol25 dataset
Level of theory: the ωB97M-V functional and the def2-TZVPD basis

Its total charge is 0. The value obtained for the HOMO energy is -0.31521 hartree. The lowest unoccupied orbital energy comes out at 1.17 eV. As for the total energy: -234.50203 a.u. The value obtained for the molecular weight is 82.1 g/mol. Its SMILES is CC[C@]12C[C@H]1C2. As for the energy above the lowest of the compared OMol25 structures with the same formula, charge and spin: 2.734 eV.

Each atom is followed by the atoms it is bonded to, with distances in Å.
CARTESIAN COORDINATES (ANGSTROEM)
1 C 0.00 1.36 0.02  H2 1.097, C9 1.493, H10 1.096, C13 1.527
2 H -0.85 1.87 -0.46  C1 1.097
3 C -0.25 -1.35 -0.20  H5 1.081, C6 1.491, C9 1.511, C14 1.492
4 H -0.80 0.01 1.35  C13 1.156
5 H -0.76 -2.08 0.41  C3 1.081
6 C 1.20 -1.01 -0.21  C3 1.491, C9 1.483, H15 1.084, H16 1.097
7 H -1.68 -0.35 -1.57  C14 1.097
8 H -0.81 1.90 1.96  C13 1.103
9 C 0.22 0.03 -0.62  C1 1.493, C3 1.511, C6 1.483, C14 1.479
10 H 0.88 2.00 -0.11  C1 1.096
11 H 0.63 0.90 2.05  C13 1.098
12 H -0.31 -1.25 -2.41  C14 1.084
13 C -0.30 1.04 1.48  C1 1.527, H4 1.156, H8 1.103, H11 1.098
14 C -0.66 -0.76 -1.51  C3 1.492, H7 1.097, C9 1.479, H12 1.084
15 H 1.83 -1.51 -0.94  C6 1.084
16 H 1.67 -0.80 0.75  C6 1.097

Formally, the Mulliken partial charges of the atoms, in units of the elementary charge, are as follows: atom 1 (C): -0.5527, atom 2 (H): 0.3443, atom 3 (C): -0.5421, atom 4 (H): 0.2219, atom 5 (H): 0.4914, atom 6 (C): -0.5018, atom 7 (H): 0.2416, atom 8 (H): 0.3638, atom 9 (C): 0.3268, atom 10 (H): 0.3116, atom 11 (H): 0.2343, atom 12 (H): 0.2183, atom 13 (C): -0.9694, atom 14 (C): -0.6222, atom 15 (H): 0.2368, atom 16 (H): 0.1975

***

Question: What is the HOMO in the first record?
Answer: -0.37139 hartree